[1]
{"formula": "C46H32BrN9OOsSSeSi", "method": "wB97M-V/def2-TZVPD", "species": ["Os", "Br", "C", "C", "C", "C", "C", "C", "N", "N", "C", "C", "C", "C", "O", "C", "N", "C", "C", "C", "C", "H", "H", "H", "H", "H", "H", "H", "H", "H", "Se", "N", "C", "C", "C", "C", "C", "N", "C", "C", "N", "C", "C", "C", "C", "C", "N", "H", "H", "H", "H", "H", "H", "N", "C", "N", "C", "C", "C", "C", "C", "C", "S", "H", "H", "H", "H", "H", "H", "C", "C", "C", "C", "C", "C", "Si", "C", "C", "C", "C", "C", "C", "H", "H", "H", "H", "H", "H", "H", "H", "H", "H", "H"], "coordinates": [[0.4282, -0.0974, 0.2164], [-2.7424, 6.7682, -0.1193], [-3.3601, 5.6055, 1.2354], [-2.9631, 5.8064, 2.5480], [-3.4278, 4.9514, 3.5359], [-4.2312, 3.8717, 3.1964], [-4.6676, 3.7067, 1.8848], [-4.2372, 4.5827, 0.9021], [-4.6995, 3.0258, 4.2614], [-4.5743, 1.7958, 4.2055], [-3.8233, 1.1839, 3.1503], [-4.4108, 0.2875, 2.2990], [-3.6921, -0.2892, 1.2400], [-2.3617, 0.0031, 1.0594], [-1.6421, -0.4555, 0.0245], [-1.7189, 0.8260, 2.0082], [-0.3633, 1.0008, 1.8416], [0.2988, 1.7184, 2.7251], [-0.3300, 2.3276, 3.8201], [-1.6775, 2.1829, 3.9989], [-2.4268, 1.4254, 3.0672], [-2.3193, 6.6370, 2.8019], [-3.1638, 5.1158, 4.5728], [-5.3701, 2.9241, 1.6379], [-4.6053, 4.4863, -0.1107], [-5.4626, 0.0589, 2.4160], [-4.1813, -0.9585, 0.5439], [1.3635, 1.8283, 2.5916], [0.2734, 2.8913, 4.5167], [-2.1699, 2.6202, 4.8571], [2.2406, 2.8027, -6.7536], [1.0691, 3.2951, -5.5082], [1.1868, 2.4477, -4.5206], [0.3884, 2.5191, -3.3014], [-0.6029, 3.4792, -3.0871], [-1.3219, 3.4364, -1.9090], [-1.0257, 2.4610, -0.9639], [-0.0602, 1.5598, -1.1430], [0.6199, 1.5714, -2.3109], [1.5895, 0.5061, -2.4850], [1.6981, -0.3876, -1.4730], [2.6101, -1.3555, -1.5742], [3.4334, -1.4957, -2.6824], [3.3050, -0.6142, -3.7349], [2.3709, 0.4154, -3.6344], [2.1670, 1.4109, -4.6834], [2.8384, 1.4211, -5.8043], [-0.7925, 4.2287, -3.8439], [-2.1011, 4.1557, -1.7001], [-1.5748, 2.4145, -0.0325], [2.6761, -2.0367, -0.7378], [4.1467, -2.3070, -2.7080], [3.9117, -0.6961, -4.6269], [2.6565, 2.3717, 0.2850], [3.1065, 1.2561, 0.8820], [2.4065, 0.1401, 0.9989], [3.1368, -0.8224, 1.7434], [2.7729, -2.1343, 2.0444], [3.6514, -2.9337, 2.7561], [4.8910, -2.4577, 3.1753], [5.2741, -1.1644, 2.8764], [4.3902, -0.3714, 2.1601], [4.6583, 1.2680, 1.6381], [1.7596, 2.3638, -0.1683], [3.2822, 3.1365, 0.0980], [1.8144, -2.5303, 1.7495], [3.3636, -3.9489, 2.9931], [5.5566, -3.1007, 3.7338], [6.2356, -0.7804, 3.1895], [-2.8474, -4.8779, 2.5650], [-2.0968, -3.8383, 3.1031], [-1.3373, -3.0363, 2.2717], [-1.3103, -3.2657, 0.8889], [-2.0690, -4.3202, 0.3639], [-2.8385, -5.1165, 1.1986], [-0.3833, -2.1798, -0.2566], [-0.1147, -2.9408, -1.9148], [-0.3648, -2.2156, -3.0856], [-0.1149, -2.7752, -4.3266], [0.4163, -4.0575, -4.4113], [0.6735, -4.7883, -3.2598], [0.3956, -4.2399, -2.0161], [-3.4411, -5.5048, 3.2172], [-2.1069, -3.6584, 4.1698], [-0.7629, -2.2227, 2.7023], [-2.0724, -4.5120, -0.7020], [-3.4285, -5.9223, 0.7836], [0.4613, -1.1956, 1.4132], [-0.7790, -1.2136, -3.0255], [-0.3366, -2.2200, -5.2287], [0.6189, -4.4933, -5.3808], [1.0764, -5.7896, -3.3314], [0.5785, -4.8280, -1.1232]], "atomic_forces_ev_per_a": [[1.0584, 0.6208, 0.5053], [0.0327, 0.0193, -0.0380], [-0.0505, -0.0659, 0.0292], [0.0175, 0.0182, 0.0143], [0.0217, -0.0526, -0.0119], [-0.0365, -0.0011, -0.0751], [0.0325, 0.0097, 0.0672], [0.0009, 0.0109, -0.0022], [-0.0629, -0.1298, -0.0497], [-0.0813, 0.0914, 0.1533], [0.2050, 0.1052, -0.0412], [-0.0986, 0.0829, 0.0115], [0.1410, -0.0956, -0.1754], [-0.4452, -0.0824, 0.5174], [0.4823, -0.6670, -1.3306], [0.2023, 0.0582, -0.0851], [-0.4495, -0.4403, 0.2346], [-0.0692, 0.0959, 0.0355], [-0.0327, 0.0417, 0.0375], [-0.0078, -0.0464, -0.1026], [0.0491, -0.0524, -0.0494], [-0.0015, 0.0012, -0.0032], [-0.0052, 0.0084, 0.0047], [-0.0061, -0.0365, -0.0066], [0.0216, -0.0043, -0.0054], [0.0034, 0.0125, 0.0151], [-0.0173, 0.0004, 0.0207], [0.0467, -0.0701, -0.0386], [-0.0173, 0.0056, 0.0062], [0.0130, 0.0036, -0.0007], [-0.0284, -0.0444, 0.1204], [0.0810, -0.0557, -0.0969], [-0.0199, 0.0125, 0.0510], [-0.0842, 0.0943, -0.1160], [0.0114, -0.0611, 0.1226], [0.0180, -0.0140, -0.0771], [-0.0004, 0.0883, 0.0872], [0.2772, 0.1304, 0.0469], [-0.1069, -0.1807, -0.0589], [0.1600, -0.0725, 0.1018], [-0.6019, -0.3160, -0.2027], [0.0210, 0.0231, -0.0474], [-0.0259, 0.0067, 0.0065], [-0.0071, -0.0026, 0.0350], [0.0519, 0.0220, -0.0723], [0.0058, -0.0401, 0.0510], [-0.0522, 0.1024, -0.0616], [-0.0047, -0.0005, -0.0062], [-0.0061, 0.0144, 0.0111], [0.0349, 0.0105, 0.0246], [0.0165, -0.0385, -0.0189], [0.0097, 0.0081, -0.0057], [0.0003, -0.0031, 0.0003], [0.0211, -0.0101, -0.0831], [-0.0212, -0.1842, 0.0986], [0.0934, 0.4333, 0.0742], [0.0448, -0.0425, -0.1162], [-0.0168, 0.0654, 0.0245], [-0.0077, 0.0061, 0.0006], [0.0139, -0.0133, 0.0049], [0.0106, 0.0098, 0.0004], [0.0019, -0.0212, -0.0202], [0.0029, -0.0017, -0.0068], [-0.0733, 0.0239, -0.0488], [-0.0128, 0.0086, 0.0387], [0.0076, -0.0402, 0.0004], [-0.0111, 0.0010, -0.0009], [0.0030, 0.0054, -0.0005], [0.0011, -0.0026, -0.0023], [0.0043, 0.0046, 0.0302], [-0.0480, -0.0168, 0.0315], [0.0024, 0.0144, -0.0829], [0.2718, -0.1385, 0.1024], [-0.0204, 0.0178, 0.0112], [0.0002, 0.0224, -0.0116], [-0.9450, 0.7279, 0.6487], [-0.1598, 0.1252, -0.0432], [0.0252, 0.0510, 0.0078], [0.0207, -0.0099, -0.0006], [0.0026, -0.0137, -0.0076], [-0.0040, 0.0154, -0.0192], [0.0045, 0.0313, 0.0823], [0.0015, -0.0007, -0.0015], [-0.0043, -0.0012, -0.0007], [0.0184, -0.0254, 0.0213], [0.0099, -0.0111, -0.0019], [0.0040, -0.0041, 0.0000], [0.0729, -0.1471, -0.2683], [-0.0009, 0.0027, 0.0027], [0.0022, -0.0003, 0.0018], [-0.0020, 0.0013, 0.0008], [-0.0024, -0.0009, 0.0050], [-0.0073, -0.0073, -0.0036]], "lowdin_charge": [1.25, 0.78, -0.69, -0.11, -0.02, -0.27, -0.02, -0.12, 0.10, 0.10, -0.22, 0.01, 0.04, -0.33, -0.29, -0.16, -0.04, -0.08, 0.00, 0.04, -0.08, 0.11, 0.12, 0.12, 0.11, 0.13, 0.14, 0.10, 0.12, 0.13, 1.22, -0.20, -0.34, -0.06, 0.06, 0.00, -0.07, -0.03, -0.16, -0.14, -0.06, -0.10, 0.01, 0.05, -0.07, -0.34, -0.20, 0.13, 0.09, 0.11, 0.11, 0.13, 0.13, 0.14, -0.70, -0.10, -0.29, -0.04, -0.05, -0.06, -0.06, -0.45, 1.17, 0.07, 0.12, 0.06, 0.12, 0.12, 0.12, -0.05, -0.06, -0.10, -0.29, -0.08, -0.05, 0.79, -0.31, -0.10, -0.06, -0.05, -0.05, -0.09, 0.12, 0.11, 0.09, 0.10, 0.12, 0.00, 0.11, 0.11, 0.12, 0.12, 0.11], "orbital_gap_ev": 6.730, "e_lumo_ev": -5.8269, "relative_energy_kcal_mol": 30.34, "multiplicity": 1, "homo_energy_ev": -12.557, "total_charge": 2, "max_force_ev_per_a": 1.565}



[2]
{"formula": "C46H33AsBrN2O3PPdS2", "method": "wB97M-V/def2-TZVPD", "species": ["Pd", "S", "C", "C", "C", "C", "C", "C", "As", "C", "C", "C", "C", "C", "C", "C", "C", "C", "C", "C", "C", "H", "H", "H", "H", "H", "H", "H", "H", "H", "H", "H", "H", "H", "H", "C", "C", "C", "C", "C", "C", "P", "C", "C", "C", "C", "C", "C", "C", "C", "C", "C", "C", "C", "C", "C", "C", "C", "H", "H", "H", "H", "H", "H", "H", "H", "H", "H", "H", "H", "H", "H", "H", "H", "O", "S", "N", "Br", "C", "C", "N", "C", "C", "C", "C", "O", "O", "H", "H", "H"], "coordinates": [[-0.0557, -0.1815, -0.3628], [0.4285, -0.7889, 1.8599], [2.0610, -0.3704, 2.3977], [2.1978, -0.1152, 3.7675], [3.4306, 0.1661, 4.3312], [4.5650, 0.2105, 3.5333], [4.4462, -0.0348, 2.1736], [3.2126, -0.3282, 1.5964], [3.0451, -0.6175, -0.3170], [4.9246, -0.5318, -0.8698], [5.3894, 0.7007, -1.3232], [6.7054, 0.8541, -1.7397], [7.5669, -0.2330, -1.7197], [7.1092, -1.4685, -1.2821], [5.7960, -1.6180, -0.8576], [2.8364, -2.5577, -0.3553], [2.4142, -3.1335, -1.5503], [2.2900, -4.5114, -1.6638], [2.5813, -5.3250, -0.5774], [2.9905, -4.7573, 0.6211], [3.1134, -3.3777, 0.7345], [1.3094, -0.1440, 4.3858], [3.5016, 0.3580, 5.3947], [5.5341, 0.4326, 3.9609], [5.3332, -0.0027, 1.5533], [4.7158, 1.5511, -1.3488], [7.0552, 1.8192, -2.0838], [8.5923, -0.1191, -2.0477], [7.7786, -2.3196, -1.2689], [5.4499, -2.5866, -0.5191], [2.1731, -2.5005, -2.3984], [1.9658, -4.9497, -2.5999], [2.4868, -6.4001, -0.6634], [3.2044, -5.3853, 1.4768], [3.4214, -2.9393, 1.6769], [1.5998, 0.2612, -6.2072], [0.2153, 0.1990, -6.3114], [-0.5680, 0.2001, -5.1683], [0.0335, 0.2666, -3.9130], [1.4222, 0.3248, -3.8125], [2.2028, 0.3234, -4.9604], [-0.9222, 0.3521, -2.3758], [-2.3489, -0.7248, -2.6205], [-2.0787, -1.9662, -3.0103], [-2.9726, -3.1195, -2.6931], [-4.3681, -2.6949, -2.3308], [-4.6759, -1.4436, -2.0318], [-3.6679, -0.3277, -2.0120], [-1.4568, 2.0514, -2.1626], [-2.2253, 2.7951, -3.0167], [-2.4834, 4.1490, -2.7195], [-1.9261, 4.7203, -1.6103], [-1.1055, 3.9773, -0.7239], [-0.4733, 4.5683, 0.3940], [0.3250, 3.8059, 1.1930], [0.4969, 2.4197, 0.9618], [-0.1184, 1.7924, -0.0895], [-0.9001, 2.5994, -0.9812], [2.2078, 0.2567, -7.1028], [-0.2537, 0.1463, -7.2853], [-1.6462, 0.1370, -5.2519], [1.8863, 0.3685, -2.8328], [3.2811, 0.3665, -4.8760], [-1.1170, -2.2029, -3.4508], [-2.9967, -3.8374, -3.5125], [-5.1197, -3.4735, -2.2909], [-5.6861, -1.1748, -1.7454], [-4.0698, 0.5247, -2.5696], [-2.6206, 2.3572, -3.9267], [-3.1083, 4.7361, -3.3791], [-2.1008, 5.7678, -1.3940], [-0.6260, 5.6217, 0.5954], [0.8269, 4.2518, 2.0432], [1.1119, 1.8638, 1.6549], [-5.1902, 1.9304, -0.8696], [-4.2467, 1.2298, -0.0157], [-3.4769, 0.0706, -0.6021], [1.0399, -4.5400, 3.7972], [-0.2772, -4.8778, 2.4890], [-1.2108, -5.8813, 2.6966], [-2.1871, -6.1499, 1.8327], [-2.2654, -5.4094, 0.7338], [-1.3666, -4.3872, 0.4470], [-0.3368, -4.1178, 1.3387], [-1.4650, -3.5285, -0.7600], [-2.4740, -3.9144, -1.5581], [-0.7005, -2.6109, -0.9706], [-1.1727, -6.4861, 3.5950], [-3.0773, -5.6340, 0.0534], [0.3619, -3.3130, 1.1526]], "atomic_forces_ev_per_a": [[0.2003, -0.0255, -0.0229], [0.0132, -0.0308, -0.0465], [-0.0538, 0.0056, 0.0805], [0.0432, 0.0070, 0.0153], [-0.0118, 0.0018, -0.0125], [-0.0111, -0.0068, -0.0193], [0.0055, 0.0027, 0.0261], [0.0360, 0.0051, 0.0138], [-0.1644, -0.0464, -0.1728], [0.0140, 0.0040, 0.0614], [0.0181, 0.0082, -0.0048], [-0.0310, 0.0004, 0.0055], [0.0103, -0.0130, -0.0005], [0.0130, 0.0077, -0.0007], [-0.0275, 0.0346, -0.0153], [-0.0053, -0.0065, 0.0605], [-0.0090, -0.0267, 0.0302], [-0.0055, 0.0159, -0.0172], [-0.0011, -0.0139, -0.0036], [-0.0165, 0.0501, 0.0361], [0.0100, -0.0380, -0.0425], [-0.0023, -0.0015, -0.0045], [0.0015, -0.0030, -0.0005], [-0.0035, 0.0035, 0.0034], [-0.0016, -0.0024, -0.0104], [0.0011, 0.0082, 0.0038], [-0.0027, 0.0035, 0.0025], [-0.0018, -0.0022, 0.0005], [-0.0048, -0.0013, 0.0010], [-0.0015, -0.0070, 0.0126], [0.0081, 0.0081, -0.0098], [-0.0035, -0.0013, 0.0034], [-0.0086, -0.0077, -0.0007], [0.0010, -0.0085, -0.0048], [0.0008, 0.0007, -0.0034], [-0.0064, -0.0012, -0.0192], [-0.0075, -0.0079, 0.0096], [-0.0016, 0.0024, -0.0120], [0.1262, -0.0302, 0.0818], [-0.0457, 0.0165, -0.0175], [0.0063, -0.0024, 0.0219], [-0.0504, 0.0129, 0.0000], [-0.0152, 0.0247, -0.0116], [-0.0679, 0.0252, 0.0125], [-0.1489, 0.1216, 0.0364], [0.1127, -0.0405, -0.0019], [0.0317, -0.0063, 0.0162], [0.0163, -0.1175, 0.0495], [-0.0656, -0.0196, -0.0792], [0.0152, 0.0252, -0.0126], [-0.0217, -0.0328, -0.0304], [0.0373, -0.0269, 0.0467], [-0.0312, 0.0333, -0.0478], [-0.0102, -0.0003, 0.0221], [0.0281, -0.0084, 0.0248], [0.0169, -0.0264, 0.0151], [-0.0737, -0.0089, -0.0191], [0.0491, 0.1144, 0.0768], [-0.0013, 0.0009, 0.0003], [0.0004, 0.0015, -0.0002], [-0.0063, 0.0028, -0.0021], [-0.0107, -0.0018, -0.0095], [-0.0002, -0.0035, 0.0028], [0.0002, 0.0057, 0.0230], [0.0342, -0.0347, 0.0080], [-0.0048, -0.0001, -0.0040], [-0.0018, 0.0051, -0.0077], [-0.0349, 0.0161, -0.0277], [-0.0052, 0.0039, 0.0031], [0.0000, -0.0099, -0.0064], [0.0043, -0.0003, 0.0046], [0.0041, -0.0019, -0.0052], [-0.0046, 0.0034, -0.0060], [-0.0168, 0.0005, -0.0237], [0.0410, -0.0290, 0.0197], [0.1331, -0.0446, 0.0085], [-0.1270, 0.0902, -0.1161], [0.0190, 0.0049, -0.0110], [-0.0082, 0.0339, -0.0319], [-0.0541, -0.0372, -0.0118], [0.0052, -0.0123, 0.0303], [0.0003, 0.0045, -0.0202], [0.0381, 0.0021, 0.0109], [0.0118, -0.0357, 0.0905], [0.0065, 0.0658, 0.0153], [0.1634, 0.0620, -0.0704], [-0.1317, -0.0643, 0.0231], [0.0086, -0.0023, -0.0019], [0.0193, 0.0038, 0.0121], [0.0153, -0.0012, -0.0219]], "lowdin_charge": [0.48, 0.59, -0.69, -0.14, -0.09, -0.09, -0.11, -0.42, 1.31, -0.40, -0.13, -0.09, -0.09, -0.08, -0.10, -0.41, -0.13, -0.09, -0.09, -0.10, -0.12, 0.09, 0.10, 0.10, 0.09, 0.09, 0.10, 0.10, 0.10, 0.10, 0.09, 0.10, 0.10, 0.09, 0.10, -0.08, -0.08, -0.09, -0.33, -0.09, -0.07, 1.02, -0.30, -0.05, -0.22, 0.00, -0.02, -0.38, -0.32, -0.07, -0.07, -0.02, -0.17, -0.04, -0.07, -0.11, -0.23, -0.22, 0.10, 0.10, 0.10, 0.05, 0.11, 0.12, 0.15, 0.12, 0.12, 0.12, 0.11, 0.11, 0.11, 0.11, 0.11, 0.06, -0.48, 0.94, -0.27, 0.77, -0.64, -0.17, 0.08, -0.07, -0.09, -0.07, -0.39, 0.05, 0.03, 0.10, 0.12, 0.04], "orbital_gap_ev": 6.543, "e_lumo_ev": -0.5889, "relative_energy_kcal_mol": 31.33, "multiplicity": 1, "homo_energy_ev": -7.132, "max_force_ev_per_a": 0.243}